(1)
ORCA calculation (ωB97M-V with the def2-TZVPD basis set) on a structure of composition C4H6O2.

Last column: Mulliken charge in e.
Geometry (Å):
O  0.05525  1.69913  0.56496  -0.442
O  2.57895  1.44904  -0.00737  -0.270
C  -0.95685  1.05386  0.18297  -0.293
C  0.50786  -1.11449  -0.49406  -0.516
C  1.60227  0.86880  -0.17445  0.220
C  -0.59148  -0.98008  0.32512  -0.682
H  -1.56178  -1.29214  -0.05601  0.366
H  -0.45326  -1.09495  1.39883  0.291
H  0.35661  -1.16959  -1.57204  0.276
H  -1.80344  0.96505  0.87139  0.363
H  -1.21402  1.05387  -0.89014  0.324
H  1.47990  -1.43850  -0.14921  0.364

Summary:
**HOMO level**: -9.28 eV
**Energy above the lowest of the compared OMol25 structures with the same formula, charge and spin**: 4.0543 eV
**Strongest force on any atom**: 0.0254 hartree/bohr
**Net charge**: 0
**Orbital gap**: 9.58 eV
**LUMO energy**: 0.3 eV


(2)
ORCA calculation (ωB97M-V with the def2-TZVPD basis set) on a structure of composition C31H31BHgN10OS2.

Last column: Mulliken charge in e.
Geometry (Å):
Hg  -0.16392  0.20765  -0.34796  2.262
S  -2.16961  1.62742  -0.38453  -0.447
S  -2.19669  -1.43150  3.63937  -0.483
O  0.78607  2.16133  -2.52170  -0.602
N  -0.80465  -0.75099  -2.67909  0.309
N  -3.16088  -1.44920  1.06656  0.319
N  1.33121  2.58544  -0.35122  0.158
N  -1.51547  -2.83747  1.40263  0.375
N  1.06002  -1.59131  -0.88282  0.004
N  1.64535  4.20289  -2.06294  0.162
N  -3.62880  0.91103  1.84768  0.205
N  -2.42814  2.70976  2.11402  0.397
N  1.82094  3.07340  1.81151  -0.153
N  0.94453  -0.39778  1.52868  0.497
C  3.38022  -2.32848  -0.43070  -0.914
C  1.52818  4.53200  -3.47538  -0.963
C  3.21919  -1.09250  2.09213  0.873
C  -0.75445  -2.85522  -3.84597  1.229
C  -0.38110  -3.49857  2.01275  -1.092
C  0.70651  -2.43690  -1.85606  -0.178
C  2.17388  -1.72643  -0.05091  0.929
C  4.46850  -2.34483  0.43546  -0.821
C  0.82738  0.15788  2.77325  -1.672
C  -2.74563  1.71717  1.24499  -0.283
C  1.78062  3.44221  0.51847  0.648
C  -2.29328  -1.89777  2.00823  -0.132
C  2.10449  -1.07258  1.21124  -0.461
C  -2.94532  -2.14849  -0.10819  -0.992
C  -2.17242  -1.05470  -4.60001  -0.913
C  -1.53702  3.81662  1.84309  -0.652
C  3.09037  -0.43468  3.35512  -1.377
C  0.65510  -4.59733  -3.01827  -0.835
C  1.14284  -3.76095  -2.00591  -0.612
C  -0.30194  -1.99482  -2.81847  0.229
C  4.39066  -1.75341  1.68335  -0.811
C  -1.92855  -3.01246  0.09340  -0.323
C  -1.68605  -0.28943  -3.52238  -0.423
C  -3.88541  1.41059  3.09981  -0.459
C  -3.15392  2.53351  3.27535  -0.549
C  -1.71235  -2.33154  -4.74376  -0.792
C  2.09927  5.08536  -1.15406  -0.031
C  -0.26577  -4.18070  -3.94431  -1.092
C  1.22464  2.91353  -1.67123  -0.083
C  1.85918  0.15416  3.68156  -0.143
C  2.18536  4.77253  0.15167  -1.308
B  -4.28601  -0.40593  1.27019  0.045
H  5.39033  -2.82330  0.12126  0.378
H  -0.28444  -4.49586  1.58573  0.370
H  -3.04225  3.19006  4.12071  0.451
H  3.47208  -2.76271  -1.41689  0.611
H  -0.15315  0.55142  3.02260  0.002
H  3.91704  -0.45092  4.05520  0.334
H  0.48585  4.48398  -3.78507  0.292
H  5.24041  -1.77935  2.35926  0.360
H  -3.51104  -1.92900  -0.99818  0.464
H  -4.77934  -0.16179  0.19355  -0.181
H  1.02975  -5.61504  -3.06040  0.357
H  1.68771  0.58312  4.66372  0.452
H  -0.88341  3.53400  1.02740  -0.037
H  -2.10027  4.70743  1.55908  0.309
H  2.54124  5.48364  0.88113  0.423
H  -0.62500  -4.83294  -4.73127  0.367
H  0.53202  -2.93127  1.82903  0.285
H  -0.93983  4.02169  2.72911  0.366
H  -4.52292  0.87274  3.77818  0.435
H  -0.55370  -3.55721  3.08387  0.383
H  2.42092  3.59110  2.42875  0.245
H  -2.05383  0.71627  -3.34083  0.429
H  1.91924  5.53490  -3.63594  0.313
H  2.38675  6.05537  -1.53925  0.300
H  -2.07684  -2.96686  -5.54420  0.399
H  -2.90651  -0.63491  -5.27618  0.376
H  2.08907  3.81462  -4.07010  0.297
H  1.84991  -4.16067  -1.29327  0.550
H  1.69340  2.08669  2.05289  0.157
H  -1.42968  -3.69837  -0.57188  0.645
H  -5.10064  -0.76537  2.08735  -0.175

Summary:
**HOMO level (alpha / beta)**: -1.84 / -3.57 eV
**Energy above the lowest of the compared OMol25 structures with the same formula, charge and spin**: 0.1279 eV
**Strongest force on any atom**: 0.0140 hartree/bohr
**Net charge**: -1
**Orbital gap (alpha / beta)**: 3.96 / 5.70 eV
**Multiplicity**: 2
**LUMO energy (alpha / beta)**: 2.1 / 2.1 eV


(3)
ORCA calculation (ωB97M-V with the def2-TZVPD basis set) on a structure of composition C2H4MgO2Tl.

Last column: Mulliken charge in e.
Geometry (Å):
Tl  -2.08884  -1.50909  1.20983  0.881
Mg  -1.63568  0.71149  -1.48562  1.378
O  -1.28700  0.74157  0.47317  -0.627
O  -0.46631  -0.75675  -0.80849  -0.442
C  0.88893  -0.36056  -0.52652  -0.172
C  0.38517  0.53450  0.57399  -0.127
H  0.78764  1.55496  0.55200  0.314
H  0.62782  0.16573  1.57843  0.287
H  1.34142  0.15718  -1.38103  0.248
H  1.44685  -1.23903  -0.18577  0.260

Summary:
**HOMO level (alpha / beta)**: -19.39 / -18.76 eV
**Strongest force on any atom**: 0.0591 hartree/bohr
**Net charge**: +2
**Orbital gap (alpha / beta)**: 8.36 / 7.75 eV
**Multiplicity**: 2
**LUMO energy (alpha / beta)**: -11.0 / -11.0 eV


(4)
ORCA calculation (ωB97M-V with the def2-TZVPD basis set) on a cluster of 11 separate species, C5H35N2O11 in total.

Last column: Mulliken charge in e.
Geometry (Å):
O  -0.21850  2.45756  -2.32028  -0.423
O  3.67427  1.73294  2.65550  -0.689
O  -2.67278  0.70016  -1.69364  -0.483
O  -0.81247  0.29752  -3.86299  -0.664
O  3.93941  2.08342  -0.16676  -0.659
O  -0.76548  1.00691  3.02270  -0.418
O  -3.47133  -2.63216  0.95954  -0.451
O  -3.31934  -0.30555  2.28542  -0.484
O  1.54891  1.25218  4.41367  -0.774
O  -0.36952  -1.73404  -1.39020  -0.336
O  -3.20780  -1.86076  -1.58702  -0.386
N  -0.78644  1.61661  0.16756  -0.024
N  1.99663  -0.86523  -0.49428  0.415
C  0.63591  -2.56175  -1.91330  -0.671
C  1.99110  -1.35052  0.86868  -1.150
C  2.00476  -1.89743  -1.47621  -0.773
C  0.51619  0.88388  0.55453  -0.576
C  1.23523  0.36509  -0.66923  -0.358
H  -2.71035  -2.19599  1.60562  0.191
H  3.80861  1.29387  1.77482  0.272
H  -4.00473  -2.32777  -2.08900  0.229
H  0.37622  0.20018  -1.41796  -0.969
H  0.16147  -0.05284  1.14836  0.486
H  -0.09482  1.47143  3.62714  0.409
H  0.52487  -3.63742  -1.60276  0.421
H  2.39187  -1.43524  -2.46299  0.284
H  -0.76148  2.98321  -2.82519  0.274
H  -0.61623  2.56072  -0.18568  0.440
H  -2.56087  1.00267  -2.58832  0.270
H  2.49984  -2.85638  -1.07658  0.265
H  2.53745  -0.57860  1.53630  0.177
H  -2.75983  -0.28894  -1.76693  0.252
H  -3.75828  0.42682  1.81774  0.159
H  0.59591  -2.61254  -3.09500  0.294
H  -3.45393  -2.19851  -0.71253  0.211
H  -0.44772  0.08405  -4.73264  0.284
H  1.07540  -1.49968  1.47252  0.432
H  -0.87237  -0.48058  -3.24821  0.209
H  1.11499  1.63697  1.12586  -0.008
H  2.50765  -2.27891  1.16332  0.356
H  -3.84538  -0.52345  3.09812  0.332
H  2.38126  1.50339  3.79779  0.459
H  -1.22736  -2.22393  -1.57061  0.095
H  1.89860  1.12612  -1.23323  0.462
H  -4.15512  -2.72299  1.48316  0.236
H  -1.45687  0.66325  3.61409  0.118
H  3.07710  1.86054  -0.37583  0.443
H  1.38184  0.36980  4.07090  0.309
H  -0.27292  1.54637  -2.69959  0.267
H  -1.27492  1.68348  1.11743  0.556
H  3.39309  2.56814  2.29317  0.350
H  -1.31930  1.04217  -0.59898  0.045
H  4.49279  2.00989  -0.89162  0.296

Summary:
**HOMO level (alpha / beta)**: -2.36 / -8.74 eV
**Energy above the lowest of the compared OMol25 structures with the same formula, charge and spin**: 4.3149 eV
**Strongest force on any atom**: 0.1702 hartree/bohr
**Net charge**: 0
**Orbital gap (alpha / beta)**: 2.35 / 8.63 eV
**Multiplicity**: 2
**LUMO energy (alpha / beta)**: 0.0 / -0.1 eV


(5)
ORCA calculation (ωB97M-V with the def2-TZVPD basis set) on an isolated molecule of C4H7ClO.

Last column: Mulliken charge in e.
Geometry (Å):
Cl  -0.45453  -1.23776  2.34567  -0.214
O  -0.01040  1.29013  0.38635  -0.330
C  -0.79179  0.27886  -0.08977  -0.175
C  -1.06193  -1.03366  0.73465  0.116
C  -0.23600  -1.21937  -0.38686  -0.723
C  1.23937  1.36750  -0.22898  -0.745
H  1.50957  2.36421  -0.02511  0.312
H  0.80909  -1.34800  -0.32566  0.290
H  1.33059  1.32015  -1.37005  0.300
H  -0.66448  -1.71953  -1.22054  0.218
H  -1.60038  0.59587  -0.78468  0.328
H  -2.06238  -1.40925  0.70730  0.339
H  1.99328  0.75086  0.25770  0.284

Summary:
**HOMO level**: -9.50 eV
**Energy above the lowest of the compared OMol25 structures with the same formula, charge and spin**: 2.3743 eV
**Strongest force on any atom**: 0.0669 hartree/bohr
**Net charge**: 0
**Orbital gap**: 10.49 eV
**LUMO energy**: 1.0 eV
**SMILES string**: CO[C@H]1C[C@H]1Cl


(6)
ORCA calculation (ωB97M-V with the def2-TZVPD basis set) on a structure of composition C58H41InN9O.

Last column: Mulliken charge in e.
Geometry (Å):
In  -0.09260  0.01105  -0.11103  2.939
O  -2.87989  -2.04723  -1.37026  -0.229
N  1.08036  1.65150  -0.91435  -0.220
N  0.07242  -3.40966  -0.44657  0.428
N  1.81544  -0.66229  0.70641  -0.301
N  0.62917  -1.09221  -2.10873  -0.344
N  -1.54931  0.40663  -2.63983  0.479
N  -1.43460  -5.79466  1.80816  -0.389
N  -1.58428  1.56647  0.21202  -0.226
N  -0.85325  -0.72145  1.82043  -0.231
N  0.45072  -5.99723  0.50196  -0.673
C  -1.40344  7.30158  -2.74544  -0.526
C  1.80612  -3.50447  6.02141  -0.881
C  4.67281  0.62859  -1.43027  -0.921
C  3.29015  0.53488  -0.87499  1.587
C  -0.64361  3.40708  -1.13034  1.249
C  -0.77620  -3.95852  0.39550  -0.182
C  5.77068  0.91240  -0.62102  -0.142
C  -4.54344  0.09171  2.02659  -0.830
C  -7.22531  -0.14036  2.77226  -0.451
C  -0.27404  -1.66948  2.62202  -0.025
C  -1.97316  1.66343  -5.09710  -0.951
C  6.14753  0.57414  -3.34641  -0.902
C  1.51737  -2.98766  3.67897  0.117
C  -4.93095  0.29709  3.34828  -0.025
C  -2.64578  1.08046  -2.87953  -0.027
C  -0.76889  0.95600  -4.87721  1.364
C  -2.18492  -1.32958  -0.86060  0.151
C  2.41935  -5.12282  4.35923  -1.064
C  -3.11812  0.22070  1.60702  0.976
C  3.40790  -1.97247  1.69005  -1.327
C  0.26144  0.84465  -5.84525  -0.944
C  1.71585  3.56700  -1.98562  -1.650
C  -3.69470  2.39798  0.48306  -1.614
C  -5.51775  -0.22665  1.08268  0.169
C  -2.99428  3.30868  -0.23316  -1.275
C  -2.91334  1.72112  -4.10916  -1.196
C  -0.91285  4.76305  -1.68913  0.138
C  7.23585  0.84396  -2.52886  -0.481
C  1.51225  -0.55058  -4.32679  -0.230
C  1.30005  -5.42610  -0.35019  -0.584
C  2.39825  1.55222  -1.25873  0.675
C  0.63480  2.87087  -1.34159  0.465
C  1.41426  -2.62718  5.02173  -0.226
C  1.07087  -2.04431  2.61496  1.176
C  2.30976  -4.75577  5.69285  -0.531
C  -0.86056  4.98104  -3.06399  -0.169
C  -1.44682  7.09690  -1.37343  -0.859
C  4.00880  -1.31899  0.66893  -1.549
C  0.53771  -0.44787  -3.37969  -0.538
C  1.37952  0.11147  -5.56949  -1.041
C  1.13811  -4.13624  -0.81235  -0.271
C  -2.47239  -1.69611  3.11443  -1.543
C  -2.79802  1.31077  0.77946  0.822
C  4.87669  0.47260  -2.80045  0.045
C  -6.84979  -0.34496  1.45183  -0.879
C  7.04168  1.01949  -1.16576  -0.848
C  2.02684  -1.56923  1.70497  0.045
C  2.79555  2.75147  -1.94855  -1.885
C  -1.10673  6.24085  -3.58949  -0.919
C  -1.66489  2.78481  -0.41015  -0.004
C  -0.57948  -5.26006  0.90325  0.207
C  -6.26286  0.18385  3.71835  -0.851
C  -0.61906  0.32593  -3.62850  -0.193
C  3.02086  -0.45430  0.07750  0.508
C  -2.18977  -0.68945  2.12205  0.625
C  -1.29334  -2.27433  3.44307  -1.159
C  -1.20173  5.83644  -0.84890  -0.132
C  2.02978  -4.24246  3.36075  0.029
H  0.14360  1.33875  -6.80117  0.464
H  -3.44348  -1.91337  3.52756  0.625
H  -2.21689  -5.27645  2.15979  0.184
H  6.28666  0.45133  -4.41263  0.422
H  7.88063  1.25353  -0.52385  0.403
H  -1.06503  6.39452  -4.66008  0.425
H  -1.21936  5.68217  0.22331  0.511
H  -1.25832  -6.72259  2.14896  0.256
H  -8.26372  -0.22965  3.06195  0.402
H  5.62355  1.08372  0.43845  0.535
H  3.86918  -2.64674  2.39112  0.667
H  4.02380  0.28703  -3.44315  0.418
H  -2.13181  2.15726  -6.04828  0.458
H  -3.36726  1.14014  -2.06869  0.459
H  -1.59486  8.28462  -3.15446  0.402
H  2.39167  -1.15541  -4.13314  0.673
H  2.11852  -4.53503  2.32333  0.633
H  1.85184  -3.69561  -1.49738  0.301
H  -1.66387  7.92171  -0.70772  0.417
H  -0.62414  4.15420  -3.72193  0.539
H  -4.71185  2.47703  0.82862  0.550
H  -1.12705  -3.04977  4.17296  0.733
H  -3.83951  2.26264  -4.23992  0.481
H  2.80713  -6.09694  4.09063  0.427
H  8.22826  0.92481  -2.95159  0.406
H  2.16529  0.01379  -6.30620  0.434
H  2.14062  -6.02779  -0.67494  0.393
H  1.03474  -1.64588  5.28068  0.509
H  1.72705  -3.20571  7.05835  0.422
H  5.04003  -1.39549  0.36914  0.706
H  3.79080  2.96614  -2.29872  0.570
H  -6.55042  0.35785  4.74685  0.406
H  -4.18577  0.56957  4.08606  0.505
H  0.03898  -1.92093  -2.03415  0.659
H  -5.22825  -0.38713  0.05014  0.339
H  -7.59366  -0.59686  0.70754  0.420
H  -1.64550  -3.38127  0.69721  0.257
H  1.58180  -1.40417  -1.93868  0.081
H  -3.34689  4.25724  -0.60231  0.669
H  2.61498  -5.44070  6.47266  0.412
H  1.66610  4.57032  -2.37314  0.670

Summary:
**HOMO level**: -9.32 eV
**Energy above the lowest of the compared OMol25 structures with the same formula, charge and spin**: 0.0000 eV
**Strongest force on any atom**: 0.0113 hartree/bohr
**Net charge**: +1
**Orbital gap**: 5.70 eV
**LUMO energy**: -3.6 eV


net charge of number 4 (C5H35N2O11)?
0


Which of these has the highest strongest force on any atom?
C5H35N2O11